Formula: C10H17Cl2FO2Re
Source: OMol25
Level of theory: ωB97M-V with the def2-TZVPD basis set

Calculated values
* orbital gap (spin up / spin down): 5.260 / 6.269 eV
* multiplicity: 4
* net charge: -2
* LUMO level (spin up / spin down): 5.3563 / 5.3147 eV

Atoms and positions in Å:
1 C -0.3871 0.9416 -2.1360
2 C -1.2843 -0.1125 -1.7169
3 C -0.5106 -1.3122 -1.5902
4 C -2.7721 0.0155 -1.6012
5 C 0.8568 -1.0402 -1.9310
6 C 0.9386 0.3546 -2.3128
7 C 2.1138 1.0686 -2.8293
8 C -0.7978 2.3173 -2.5397
9 C -1.0761 -2.6428 -1.1811
10 C 1.9790 -2.0370 -1.9152
11 Re 0.3485 0.2984 -0.2712
12 Cl -4.3415 -1.4695 1.1143
13 Cl -0.8776 1.8908 0.8074
14 O 2.0046 0.1416 0.7566
15 H -3.0519 1.0378 -1.3421
16 H -3.1769 -0.6118 -0.7842
17 H -3.2903 -0.2859 -2.5268
18 H -1.8986 -2.5020 -0.4725
19 H -0.2919 -3.2299 -0.7032
20 H -1.4703 -3.1958 -2.0452
21 H 1.8519 -2.7608 -1.0994
22 H 2.9344 -1.5181 -1.7896
23 H 2.0144 -2.6159 -2.8499
24 H 3.0168 0.4609 -2.8737
25 H 2.2866 1.9934 -1.7626
26 H 1.9215 1.7287 -3.6826
27 H -1.7513 2.6171 -2.0822
28 H -0.9111 2.3267 -3.6337
29 H -0.0278 3.0392 -2.2453
30 H 2.2552 1.0132 0.3852
31 O 1.7763 2.2049 -0.7956
32 H 2.1488 3.0547 -0.4319
33 F -0.4020 -0.8708 1.1476